7 unconnected molecules or ions with the total composition C18H9Cl24NO5S. Source: OMol25; level of theory: ωB97M-V with the def2-TZVPD basis set.

```
58
C18H9Cl24NO5S, DFT ωB97M-V with the def2-TZVPD basis set
C -5.69572 -3.64681 3.19747
O -4.36007 -4.13502 3.27340
C -3.37684 -3.15938 3.01468
C -2.62933 -3.37253 1.70372
C -2.14265 -4.53132 1.28986
C -1.37599 -4.63298 -0.01308
O -1.42057 -5.61401 -0.71813
C -0.52542 -3.40252 -0.32565
C -1.06540 -2.17595 0.09219
C -0.40022 -0.99854 -0.10859
C 0.87986 -1.05956 -0.73321
C 1.38987 -2.25570 -1.12487
O 2.66293 -2.29363 -1.70095
N 3.58697 -2.92372 -0.80632
O 3.44418 -2.58051 0.29650
C 0.70505 -3.47294 -0.95418
S 1.35835 -5.04235 -1.49205
C -2.40129 -2.17367 0.80586
O -3.22517 -1.29632 0.65347
H -6.15479 -3.61562 4.19444
H -5.78203 -2.65112 2.74308
H -6.25411 -4.33341 2.54551
H -2.63326 -3.22975 3.82735
H -3.74640 -2.12534 3.02073
H -2.24507 -5.43647 1.89121
H -0.83308 -0.06002 0.23728
H 1.42225 -0.12634 -0.84572
H 2.49790 -5.11016 -0.75785
Cl -1.41171 4.01935 1.82059
C -1.77934 3.13575 0.33546
Cl -3.03029 3.99542 -0.56870
Cl -0.31535 3.01224 -0.65540
Cl -2.35250 1.51086 0.73329
Cl 0.92439 9.24355 2.86505
C 0.78863 7.52515 2.46433
Cl 0.12653 7.35120 0.83606
Cl 2.38774 6.77488 2.53565
Cl -0.28615 6.73346 3.62567
Cl 5.76045 -0.95275 -2.68228
C 5.04695 0.62698 -3.04601
Cl 3.66870 0.93807 -1.97916
Cl 6.26925 1.88178 -2.80849
Cl 4.49277 0.65072 -4.72309
Cl -0.77333 -0.91336 -2.55506
C -2.00652 -0.64019 -3.81568
Cl -3.43420 -1.61694 -3.44878
Cl -2.44973 1.07320 -3.83558
Cl -1.36159 -1.10440 -5.39943
Cl 8.07566 -5.43913 0.33008
C 7.13132 -4.17475 1.12785
Cl 5.54245 -4.81833 1.55937
Cl 7.97257 -3.64314 2.58897
Cl 6.93818 -2.79903 0.03109
Cl -1.96952 9.09291 -2.48492
C -1.52065 10.61828 -1.70761
Cl -0.73343 10.27753 -0.16310
Cl -0.40791 11.50803 -2.75514
Cl -2.97333 11.58836 -1.43118
```

## Properties
- highest occupied orbital energy (eV) = -9.24
- frontier orbital gap (eV) = 8.16
- multiplicity = 1
- LUMO energy (eV) = -1.07
- SMILES string = COCC1=CC(=O)c2c(ccc(ON=O)c2S)C1=O.ClC(Cl)(Cl)Cl.ClC(Cl)(Cl)Cl.ClC(Cl)(Cl)Cl.ClC(Cl)(Cl)Cl.ClC(Cl)(Cl)Cl.ClC(Cl)(Cl)Cl
- total energy (eV) = -341905.6210


A molecular structure, C18H9F7NRhS. Source: OMol25; level of theory: ωB97M-V with the def2-TZVPD basis set.

```
37
C18H9F7NRhS, DFT ωB97M-V with the def2-TZVPD basis set
Rh 0.16836 -0.12968 0.79541
C -1.10073 2.53168 4.06881
C -0.26416 3.66071 3.87519
C 0.61980 3.65494 2.84487
C 0.70550 2.52291 1.96992
N -0.13225 1.41379 2.19240
C -0.98575 1.45737 3.20255
C 1.55737 2.40647 0.89414
C 2.51141 3.42285 0.50046
C 3.30674 3.21588 -0.56611
C 3.24548 1.99640 -1.32596
C 2.35998 0.99143 -0.96711
C 1.49147 1.13976 0.10299
H -1.81836 2.49669 4.87451
H -0.33486 4.51191 4.53781
H 1.26371 4.50518 2.67348
H -1.61368 0.58304 3.32780
H 2.59195 4.34289 1.06190
H 4.01649 3.98054 -0.85585
H 3.90130 1.87063 -2.17624
H 2.33450 0.07855 -1.54269
F -4.33305 -5.08887 0.44203
C -3.79826 -3.88786 0.21974
C -2.97418 -3.31451 1.17623
F -2.71977 -3.96020 2.31213
C -2.43307 -2.07517 0.91967
F -1.63567 -1.48578 1.85469
C -2.67240 -1.35855 -0.25024
S -1.92218 0.19362 -0.53656
C -3.50611 -1.96412 -1.18370
F -3.77798 -1.35314 -2.33259
C -4.06399 -3.21356 -0.95832
F -4.85790 -3.77258 -1.87048
F 2.09371 -2.07353 -0.15914
C 0.78569 -1.68895 -0.35152
F 0.67705 -1.53815 -1.72353
H 0.19064 -2.59672 -0.12505
```

## Properties
- highest occupied orbital energy (spin up / spin down) (eV) = -5.79 / -8.53
- frontier orbital gap (spin up / spin down) (eV) = 6.07 / 5.22
- energy above the lowest of the compared OMol25 structures with the same formula, charge and spin (kJ/mol) = 103.6
- multiplicity = 5
- LUMO energy (spin up / spin down) (eV) = 0.28 / -3.30
- total energy (eV) = -53162.2962


A molecular structure, C19H10MnN2O8. Source: OMol25; level of theory: ωB97M-V with the def2-TZVPD basis set.

```
40
C19H10MnN2O8, DFT ωB97M-V with the def2-TZVPD basis set
Mn 0.61068 0.12187 -0.44291
O -3.41160 -0.71649 -2.61585
C -4.17121 -0.71023 -1.51517
C -5.56132 -0.77184 -1.68033
C -6.39987 -0.75870 -0.58449
C -5.87425 -0.69094 0.70252
C -4.49846 -0.64212 0.86774
C -3.63088 -0.65327 -0.21579
C -2.14865 -0.57044 0.00065
O -1.39059 -0.39954 -1.03918
N -1.71845 -0.68002 1.22281
N -0.33799 -0.46764 1.34350
C 0.44911 -1.46039 1.07695
C 1.93169 -1.38456 1.39619
C 2.40498 -1.69129 2.66279
C 3.75797 -1.61200 2.96587
C 4.64753 -1.21580 1.96529
C 4.20819 -0.92624 0.68807
C 2.84006 -0.99899 0.35999
O 2.39672 -0.76241 -0.84828
H -2.46633 -0.57695 -2.29144
H -5.95061 -0.82019 -2.69001
H -7.47377 -0.78895 -0.73436
H -6.53126 -0.66595 1.56311
H -4.05670 -0.58879 1.85517
H -0.00874 -2.43331 0.88926
H 1.69492 -1.98538 3.43085
H 4.11043 -1.83975 3.96393
H 5.70405 -1.12240 2.19693
H 4.89451 -0.60562 -0.08595
O 4.17131 4.59708 -2.24149
C 3.44709 3.70170 -1.85701
C 3.23467 3.28862 -0.40961
O 3.84255 3.72601 0.54938
C 2.15666 2.29132 -0.44520
C 1.76436 2.04171 -1.80249
O 0.78716 1.25287 -2.04002
C 2.55029 2.86065 -2.73036
O 2.50393 2.91432 -3.94894
O 1.52181 1.74406 0.51791
```

## Properties
- highest occupied orbital energy (spin up / spin down) (eV) = -1.16 / -1.34
- frontier orbital gap (spin up / spin down) (eV) = 5.72 / 5.90
- net charge = -2
- multiplicity = 6
- LUMO energy (spin up / spin down) (eV) = 4.56 / 4.56
- total energy (eV) = -70547.9760


A molecular structure, C19H11Br3CoN9OS2. Source: OMol25; level of theory: ωB97M-V with the def2-TZVPD basis set.

```
46
C19H11Br3CoN9OS2, DFT ωB97M-V with the def2-TZVPD basis set
Co 0.01975 -0.08513 0.15164
Br 1.78528 2.38432 -3.98475
C 1.43929 0.52918 -3.77335
C 1.64533 -0.33720 -4.84519
C 1.37449 -1.67448 -4.71503
Br 1.59971 -2.80511 -6.23799
C 0.90207 -2.21115 -3.49988
C 0.60395 -3.56971 -3.25959
C 0.17481 -3.95771 -2.01942
C 0.03864 -2.99872 -1.00425
N 0.28701 -1.72614 -1.20322
C 0.70868 -1.31510 -2.41981
C 0.95447 0.10282 -2.53252
O 0.72151 0.87785 -1.53989
H 2.00475 0.05649 -5.78547
H 0.72933 -4.28543 -4.06034
H -0.06170 -4.99131 -1.80829
H -0.27017 -3.28151 -0.00524
S 1.18962 -1.14866 1.84068
C 1.35674 -0.14944 3.26276
C 2.67181 -0.09796 3.80373
N 3.73927 -0.07149 4.24331
C 0.38141 0.54049 3.95753
S -1.28953 0.64813 3.62568
C 0.78547 1.28441 5.11164
N 1.04260 1.91373 6.04249
N -3.50540 -2.54201 2.58110
N -3.17053 -1.63755 1.61322
N -3.96601 -0.65954 1.25781
C -3.22359 -0.03565 0.36156
N -2.03493 -0.63514 0.19221
N -2.03313 -1.67160 1.00667
H -3.91882 -2.03035 3.35157
H -2.64316 -2.97535 2.89098
H -3.56528 0.82862 -0.17837
Br 0.72076 6.32989 0.08345
C 0.47470 4.48462 0.42803
C -0.80161 3.95241 0.44004
C -0.93560 2.61311 0.75057
N 0.09385 1.80219 1.00377
C 1.31297 2.34823 1.00581
C 1.55740 3.68036 0.73077
H -1.66808 4.56326 0.23417
H -1.92007 2.18231 0.85812
H 2.13237 1.69117 1.27452
H 2.55959 4.07986 0.76876
```

## Properties
- highest occupied orbital energy (spin up / spin down) (eV) = -3.88 / -3.95
- frontier orbital gap (spin up / spin down) (eV) = 5.85 / 5.90
- energy above the lowest of the compared OMol25 structures with the same formula, charge and spin (kJ/mol) = 102.4
- net charge = -1
- multiplicity = 4
- LUMO energy (spin up / spin down) (eV) = 1.98 / 1.94
- total energy (eV) = -304766.2455